53
Properties=species:S:1:pos:R:3:forces:R:3 method="wB97M-V/def2-TZVPD" max_force_ev_per_a=1.25 e_above_lowest_kj_mol=278.8 e_homo_ev=-11.03 lumo_ev=-4.41 total_charge=+1 total_energy_ha=-2367.5380
Pd 0.08883 -0.53356 0.43296 -1.15 0.22 0.44
N 0.33893 0.87955 2.00410 0.21 0.00 -0.29
C 0.36740 2.23750 1.50959 -0.01 -0.02 0.06
C 1.41797 3.06024 1.87628 0.06 0.02 0.08
C 1.49759 4.35704 1.39239 -0.02 0.02 -0.01
C 0.51133 4.82908 0.54063 0.05 -0.01 0.03
C -0.53723 3.99838 0.17843 -0.05 0.06 -0.07
C -0.63797 2.69241 0.65212 -0.10 -0.14 -0.07
C -1.73790 1.79693 0.18362 0.13 0.15 -0.01
C -2.95150 2.30682 -0.23792 -0.12 0.10 -0.03
C -3.96855 1.52301 -0.85001 -0.06 0.12 -0.04
C -3.79747 0.19057 -0.98084 -0.08 -0.08 -0.08
C -2.57890 -0.44887 -0.49974 -0.28 0.40 0.02
C -1.54932 0.41449 0.06072 0.85 -0.30 0.16
H -0.47028 0.73419 2.59716 -0.06 -0.03 0.09
H 1.16253 0.69837 2.56610 0.07 -0.05 0.00
H 2.18300 2.68206 2.54677 -0.03 0.02 -0.03
H 2.32692 4.99033 1.67927 -0.03 -0.02 0.00
H 0.56474 5.83533 0.14657 -0.01 -0.03 0.01
H -1.27586 4.36919 -0.52263 0.03 -0.02 0.03
H -3.14325 3.36870 -0.11018 -0.01 -0.07 -0.04
H -4.87586 2.00441 -1.19327 0.06 0.02 0.06
H -4.56764 -0.42920 -1.43054 0.02 0.04 0.05
H -2.86377 -1.16600 0.27668 0.12 -0.26 -0.04
C 2.69123 1.76790 -1.36115 -0.05 -0.09 -0.03
C 3.17996 0.42066 -0.93474 0.07 0.01 -0.05
N 2.47706 -0.44173 -0.25920 -0.02 -0.03 -0.08
C 3.16029 -1.62277 -0.06939 -0.19 0.02 0.13
C 4.41282 -1.64401 -0.58464 0.16 -0.07 -0.08
S 4.73580 -0.16246 -1.36797 0.07 0.10 0.04
C 2.44355 -2.70843 0.60472 -0.09 0.21 0.10
C 2.77852 -4.01822 0.64439 0.06 -0.16 -0.06
S 1.54581 -4.90555 1.42160 -0.03 -0.09 0.12
C 0.64782 -3.47043 1.67756 0.02 -0.02 -0.01
N 1.23969 -2.40546 1.21373 0.15 0.17 -0.24
C -0.68431 -3.46868 2.35126 0.09 -0.08 -0.01
H 2.14012 1.67990 -2.29928 0.00 0.00 -0.01
H 3.51491 2.46137 -1.52047 0.01 0.00 0.02
H 2.01766 2.17811 -0.60960 0.03 -0.02 -0.01
H 5.14530 -2.43559 -0.54645 -0.07 0.04 -0.02
H 3.64503 -4.50466 0.22356 -0.07 0.04 0.02
H -0.58848 -3.70229 3.41262 0.00 0.00 -0.02
H -1.34858 -4.20511 1.89868 0.02 0.02 -0.01
H -1.12567 -2.48267 2.24177 -0.05 0.09 -0.01
N -1.39212 -0.76896 -2.77048 -0.08 0.04 0.26
C -1.76427 -1.43787 -1.53973 0.26 -0.26 -0.39
O -0.66994 -1.83210 -0.85239 0.14 -0.16 0.02
C -2.70680 -2.60645 -1.87329 -0.05 -0.02 -0.02
I -1.67326 -4.42184 -2.29122 0.03 0.12 0.01
H -0.54932 -0.22770 -2.63159 0.04 0.02 0.01
H -2.11700 -0.19055 -3.17701 -0.02 -0.05 -0.03
H -3.28300 -2.39506 -2.77093 -0.05 0.04 0.06
H -3.37655 -2.84034 -1.04865 0.03 -0.01 -0.02